# 1
C5H12N5OS | ωB97M-V with the def2-TZVPD basis set

Its total charge is +1. The frontier orbital gap (spin up / spin down) comes out at 6.655 / 6.336 eV. The calculated total energy is -944.56389 Ha. As for the relative energy (zero: lowest compared OMol25 entry of this formula, charge and spin): 4.592 eV.

Geometry as XYZ:
```
24
C5H12N5OS | OMol25 | ωB97M-V with the def2-TZVPD basis set
S -1.98 1.59 -0.19
O 1.90 -2.14 0.14
N -0.35 -1.68 0.19
N 1.23 2.37 -0.07
N 2.56 0.20 -0.65
N -2.54 -1.42 0.27
N 1.30 0.06 0.10
C -0.61 1.36 1.11
C 0.90 -1.25 0.37
C -1.39 -0.99 -0.35
C 0.66 1.21 0.26
C -1.53 0.14 -1.20
H -0.57 2.31 1.69
H -2.55 -1.86 1.13
H 3.26 0.73 -0.26
H 2.29 -2.42 0.91
H -0.79 0.29 -1.87
H -3.36 -1.16 -0.21
H -0.81 0.46 1.72
H -2.38 0.04 -1.82
H -0.55 -2.51 0.67
H 2.97 -0.67 -0.89
H 0.52 3.07 -0.18
H 1.83 2.30 -0.87
```

---

# 2
C17H25NO2 | ωB97M-V with the def2-TZVPD basis set

As for the SMILES: COc1ccc([C@@H](CC(=O)N2CCCC2)C(C)C)cc1. The frontier orbital gap comes out at 9.026 eV. The calculated total energy is -868.03022 Ha. As for the relative energy (zero: lowest compared OMol25 entry of this formula, charge and spin): 0.954 eV.

Geometry as XYZ:
```
45
C17H25NO2 | OMol25 | ωB97M-V with the def2-TZVPD basis set
O 3.50 2.34 -0.87
O -1.87 -0.02 -2.46
N -2.18 0.79 -0.40
C -1.60 -1.58 -0.67
C 2.22 1.06 0.78
C 1.04 -0.27 -1.35
C 0.26 -3.10 0.20
C 1.20 -3.30 1.39
C -0.35 -1.67 0.24
C 4.16 3.04 0.16
C -2.39 0.71 1.03
C -2.88 2.11 1.43
C 0.67 -0.60 -0.05
C 1.27 0.07 0.99
C -1.88 -0.21 -1.26
C -3.49 2.65 0.14
C 2.58 1.39 -0.52
C 1.00 -3.41 -1.10
C -2.54 2.10 -0.92
C 1.98 0.72 -1.58
H 3.45 3.61 0.77
H 1.88 -2.78 -1.19
H -3.54 3.74 0.13
H -3.13 -0.06 1.27
H 1.01 -0.17 2.02
H 4.84 3.73 -0.34
H -2.48 -1.92 -0.11
H 2.26 0.98 -2.59
H 0.37 -3.26 -1.97
H 4.73 2.37 0.81
H -1.48 -2.24 -1.53
H -1.64 2.72 -1.00
H -2.04 2.73 1.73
H 2.03 -2.60 1.33
H 0.58 -0.76 -2.19
H 0.67 -3.16 2.33
H -0.69 -1.53 1.28
H -2.98 2.00 -1.91
H 2.67 1.56 1.62
H 1.60 -4.31 1.38
H -4.49 2.25 -0.01
H -3.60 2.06 2.25
H -0.58 -3.80 0.30
H -1.45 0.47 1.54
H 1.32 -4.45 -1.09
```